Entry 1:
{"formula": "C14H25F2N6O3PSSi2", "method": "wB97M-V/def2-TZVPD", "charge": 0, "total_energy_ha": -2620.69676, "symbols": ["C", "C", "F", "Si", "O", "Si", "P", "S", "C", "O", "N", "C", "O", "F", "H", "H", "H", "H", "H", "H", "H", "H", "H", "H", "C", "C", "N", "H", "H", "H", "C", "C", "N", "H", "H", "H", "C", "C", "N", "H", "H", "H", "C", "C", "N", "H", "H", "H", "C", "C", "N", "H", "H", "H"], "coordinates": [[-3.0029, -0.8660, 2.8326], [-2.6610, -0.4537, 1.2683], [-3.7635, 0.4281, 0.7313], [-1.0439, 0.6499, 1.1187], [-1.5494, 2.3387, 1.1728], [-1.2992, 3.1549, -0.3629], [-0.8706, 5.3104, 0.0655], [-0.7703, 5.5554, 2.0099], [0.1512, 0.3313, 2.6450], [0.6925, -0.8919, 2.8923], [0.3905, 1.5316, 3.5406], [0.0511, 1.2587, 4.9893], [-1.2395, 1.0708, 5.3690], [1.1451, 1.2455, 5.9889], [-2.2098, -1.6166, 3.2914], [-4.0793, -1.3774, 2.8820], [-3.0341, 0.1641, 3.4309], [-2.6113, -1.3962, 0.5410], [-0.3247, 0.3981, -0.1434], [-0.2617, 2.5519, -1.2100], [-2.5560, 3.1187, -1.1482], [0.4180, 5.6757, -0.5323], [-1.9125, 6.1912, -0.4616], [1.3375, 1.9510, 3.4127], [2.5120, 0.7547, -2.3294], [1.9675, 2.1222, -1.9501], [1.5157, 3.2566, -1.6354], [2.0183, 0.3953, -3.2365], [3.5882, 0.8194, -2.5115], [2.3300, 0.0432, -1.5193], [-5.0347, -4.2392, -0.4771], [-3.7042, -3.8097, 0.1191], [-2.6003, -3.4535, 0.6137], [-5.6649, -4.6832, 0.2985], [-5.5498, -3.3733, -0.9018], [-4.8686, -4.9773, -1.2666], [5.1726, -2.0552, -1.2555], [5.4108, -0.8747, -2.1828], [5.6085, 0.1046, -2.9522], [4.5866, -1.7363, -0.3890], [4.6267, -2.8409, -1.7848], [6.1291, -2.4569, -0.9101], [-2.4774, -4.9392, -3.7315], [-3.9155, -5.4302, -3.6979], [-5.1086, -5.8376, -3.6701], [-2.4230, -3.9804, -4.2545], [-2.1036, -4.8105, -2.7121], [-1.8477, -5.6653, -4.2528], [5.2397, 3.7356, 0.1298], [3.9970, 3.2243, 0.8400], [2.9659, 2.8001, 1.4292], [5.2191, 4.8279, 0.0822], [6.1353, 3.4197, 0.6717], [5.2791, 3.3356, -0.8871]], "atomic_forces_ev_per_a": [[-0.6491, 0.5775, -0.5354], [-0.6954, -0.7678, 0.2093], [1.8076, -1.5841, 0.9844], [-1.6943, 1.8054, 0.8962], [1.6622, -1.6683, -2.5563], [-1.3258, -1.2796, 1.3410], [0.6624, 1.3517, 0.8587], [-0.0046, -0.0406, 0.0919], [2.9771, -5.5313, 1.7815], [-3.4489, 7.7876, -1.3577], [0.2572, -1.9551, 3.1229], [-6.0245, -0.8926, 1.3025], [9.6309, 1.1470, -2.4068], [-3.1422, 0.2842, -3.2744], [-1.5560, 1.7430, -1.1492], [2.4018, 1.1548, -0.1666], [0.1044, -2.4310, -1.0469], [-0.2006, 2.2794, 1.8008], [0.1487, -0.1214, 0.0894], [-0.6730, -0.0899, 0.5532], [-0.0924, 0.0769, 0.1891], [-1.3062, -0.2192, -0.1478], [0.9438, -0.7818, -0.2871], [-0.7974, -0.5245, 0.0366], [-0.5584, 1.2768, 0.3454], [-2.6220, 7.4856, 1.9372], [4.4482, -8.9171, -2.8470], [0.0120, 0.1711, 0.1342], [-0.3552, 0.1616, 0.0280], [-0.0622, 0.1993, -0.0095], [1.0919, 0.3356, 0.5374], [7.1455, 2.2367, 3.2330], [-8.7351, -3.1742, -4.0430], [0.2095, 0.1090, -0.0371], [0.1829, -0.0696, 0.0996], [0.0239, 0.1489, 0.1635], [0.1825, 0.9597, -0.7647], [1.4886, 6.3392, -5.0534], [-1.4654, -7.8752, 6.1660], [0.0999, 0.0618, -0.1684], [0.1008, 0.2005, -0.0107], [-0.1127, 0.1632, -0.1245], [-1.1631, -0.3936, 0.0113], [-7.8227, -2.7035, 0.1017], [9.5501, 3.2714, -0.1865], [-0.1367, -0.1728, 0.0764], [-0.1611, -0.0469, -0.0980], [-0.2154, 0.0508, 0.0765], [-1.0437, -0.3959, 0.5728], [-6.8800, -2.8364, 3.9543], [8.2863, 3.2879, -4.6622], [-0.1195, -0.1982, 0.0663], [-0.2325, -0.0031, -0.0047], [-0.1219, 0.0068, 0.1767]], "mulliken_charge": [-1.010, 0.604, -0.371, 0.444, -0.086, 0.384, 0.031, -0.422, 0.355, -0.563, 0.020, 0.519, -0.450, -0.232, 0.259, 0.318, 0.309, -0.108, -0.205, -0.127, -0.175, 0.091, 0.095, 0.242, -0.567, 0.485, -0.576, 0.341, 0.111, 0.237, -0.641, 0.556, -0.624, 0.299, 0.266, 0.112, -0.744, 0.502, -0.559, 0.253, 0.273, 0.315, -0.663, 0.402, -0.464, 0.258, 0.244, 0.276, -0.745, 0.403, -0.483, 0.274, 0.296, 0.238]}

***

Entry 2:
{"formula": "C14H25F6IInO6", "method": "wB97M-V/def2-TZVPD", "charge": -1, "total_energy_ha": -2086.95227, "symbols": ["C", "C", "O", "C", "C", "In", "I", "C", "C", "O", "H", "H", "H", "H", "H", "H", "H", "H", "H", "H", "H", "H", "H", "H", "H", "C", "C", "O", "C", "O", "C", "F", "F", "F", "H", "H", "H", "H", "H", "C", "C", "O", "C", "O", "C", "F", "F", "F", "H", "H", "H", "H", "H"], "coordinates": [[-3.1727, -1.8657, 2.4359], [-4.2208, -2.8157, 1.7468], [-4.8420, -2.1264, 0.6708], [-4.2196, -2.3997, -0.5905], [-4.0022, -1.1504, -1.5106], [-2.4802, 0.3752, -0.8639], [-3.5233, 2.9385, -1.6025], [-0.4869, 0.2174, -1.8934], [0.6796, -0.0367, -0.8711], [0.3126, -1.2556, -0.1624], [-2.2082, -1.8849, 1.8814], [-3.0237, -2.1259, 3.5119], [-3.5304, -0.8167, 2.3461], [-4.9615, -3.0652, 2.5446], [-3.7029, -3.7505, 1.4417], [-3.2819, -3.0032, -0.4943], [-4.9338, -3.0734, -1.1432], [-3.7139, -1.4788, -2.5377], [-4.9740, -0.6036, -1.5958], [-2.1841, 0.4773, 0.8873], [-0.2289, 1.1711, -2.4258], [-0.4694, -0.6181, -2.6281], [0.7630, 0.7997, -0.1350], [1.6535, -0.1913, -1.4003], [0.2901, -0.9862, 0.7527], [5.4959, -0.5953, -5.7704], [5.2126, 0.4095, -4.6730], [4.1263, 1.2712, -5.0356], [2.9015, 0.7727, -4.8302], [2.6746, -0.3073, -4.3836], [1.8434, 1.8043, -5.2083], [2.1162, 2.4062, -6.3753], [1.7563, 2.7726, -4.2927], [0.6389, 1.2667, -5.3236], [5.6693, -0.0856, -6.7202], [6.3729, -1.1954, -5.5253], [4.6480, -1.2658, -5.9165], [6.0800, 1.0536, -4.5270], [5.0116, -0.0822, -3.7197], [0.9269, 2.5015, 6.9451], [-0.1220, 2.5350, 5.8526], [0.3105, 1.7933, 4.7050], [0.1317, 0.4728, 4.7683], [-0.3464, -0.1076, 5.6944], [0.5851, -0.1801, 3.4672], [1.7628, 0.2970, 3.0457], [-0.2971, 0.0346, 2.4878], [0.7276, -1.4979, 3.5872], [1.8881, 2.8504, 6.5630], [0.6290, 3.1325, 7.7833], [1.0778, 1.4857, 7.3134], [-0.2742, 3.5601, 5.5157], [-1.0853, 2.1661, 6.2080]], "atomic_forces_ev_per_a": [[-0.0866, -0.1013, -0.4017], [0.7330, 0.9340, 1.3501], [0.7416, -0.6184, -0.0095], [-0.3707, -0.3418, -1.7804], [-0.2857, 0.2292, 0.6080], [0.3745, -0.5039, 0.0831], [0.0052, -0.0806, -0.0232], [1.1136, 0.6597, 0.1795], [-1.3868, -0.2134, -0.7590], [0.7986, 0.4410, -0.1584], [-0.5265, -0.0524, 0.4880], [0.0242, 0.0981, -0.7878], [0.1104, -0.7333, 0.2136], [0.0931, 0.0963, -0.9046], [-0.5159, 0.3992, -0.0552], [-0.4950, 0.6586, 0.2519], [0.4615, 0.2736, 0.4236], [-0.2435, 0.0094, 0.7293], [0.6302, -0.4697, -0.0206], [-0.1529, 0.1899, -0.3293], [-0.3842, -0.7071, 0.1463], [-0.0128, 0.5182, 0.3256], [0.0441, -0.4750, -0.6008], [-0.5436, 0.0597, 0.5153], [-0.1942, -0.2640, 0.3202], [-0.2549, -0.0689, -0.2000], [0.5556, -0.3362, 0.0856], [-0.3028, 0.3322, 0.0050], [0.9549, -0.2628, 0.2118], [-0.4395, -0.1299, -0.0228], [-1.1211, 0.8069, -0.2585], [0.3871, -0.1379, -0.2319], [0.3629, -0.0437, 0.3384], [0.0970, -0.4583, 0.0476], [0.1081, 0.0348, 0.0746], [-0.0101, 0.0445, 0.0263], [0.0493, -0.0174, 0.1162], [-0.1986, 0.1922, -0.0759], [-0.2131, 0.0268, -0.1046], [0.2105, -0.2724, -0.0156], [-0.1299, 0.4602, 0.5004], [0.0364, -0.3027, -0.3755], [-0.2474, 0.9283, 0.5387], [0.0130, -0.5070, -0.0224], [0.3198, -0.5508, -1.1136], [0.1680, 0.2734, 0.2441], [-0.1318, 0.2283, 0.3621], [-0.1239, -0.0861, 0.4401], [-0.0783, 0.1140, -0.0003], [-0.0249, 0.0086, -0.0506], [-0.1121, 0.0381, 0.0291], [0.0842, -0.1345, -0.2519], [0.1100, -0.1854, -0.1009]], "mulliken_charge": [-0.573, -0.423, -0.357, -0.276, -1.037, 0.756, -0.587, -0.749, -0.227, -0.575, 0.037, 0.410, 0.197, 0.318, 0.285, 0.289, 0.242, 0.316, 0.267, -0.461, 0.189, 0.251, 0.264, 0.172, 0.203, -1.106, -0.190, -0.330, 0.313, -0.481, 0.955, -0.269, -0.260, -0.228, 0.298, 0.371, 0.310, 0.316, 0.308, -1.101, -0.230, -0.276, 0.183, -0.524, 1.104, -0.277, -0.176, -0.268, 0.298, 0.370, 0.314, 0.328, 0.318]}